Entry 1:
Below is a molecular structure, C46H46BCl3FeN8O2Te at a distorted geometry, with properties calculated with the ωB97M-V functional and the def2-TZVPD basis.

Calculated values
**LUMO level (spin up / spin down)**: -3.6 / -5.1 eV
**Frontier orbital gap (spin up / spin down)**: 6.14 / 4.98 eV
**Energy**: -144378.7299 eV
**⟨S²⟩**: 8.820
**E_HOMO (spin up / spin down)**: -0.356 / -0.369 Ha
**Charge**: +1
**Multiplicity**: 6

CARTESIAN COORDINATES (ANGSTROEM)
1 Fe -1.000 0.291 1.180
2 C -2.253 -1.924 3.489
3 C -3.020 -1.681 2.252
4 C -4.162 -2.313 1.749
5 C -4.435 -1.751 0.552
6 C -5.591 -2.101 -0.385
7 N -3.494 -0.794 0.301
8 N -2.637 -0.754 1.407
9 B -3.408 0.146 -0.931
10 N -2.238 -0.294 -1.876
11 N -0.998 -0.164 -1.382
12 C 0.084 -0.545 -2.330
13 C 1.427 -0.198 -1.709
14 C -1.120 -0.993 -3.940
15 C -2.386 -0.784 -3.113
16 C -3.599 -1.098 -3.883
17 N -3.145 1.524 -0.478
18 N -2.187 1.724 0.571
19 C -2.137 3.066 0.715
20 C -1.388 3.769 1.731
21 C -3.027 3.655 -0.209
22 C -3.603 2.666 -0.952
23 C -4.691 2.743 -1.990
24 H -2.413 -2.912 3.860
25 H -1.183 -1.622 3.387
26 H -2.558 -1.411 4.405
27 H -4.757 -3.017 2.220
28 H -5.929 -3.171 -0.170
29 H -6.490 -1.440 -0.164
30 H -5.253 -2.038 -1.399
31 H -4.428 0.143 -1.601
32 H 1.645 -0.968 -0.924
33 H 2.291 -0.296 -2.392
34 H 1.287 0.755 -1.287
35 H -1.273 -1.397 -4.932
36 H -3.697 -0.181 -4.525
37 H -3.387 -1.943 -4.506
38 H -4.500 -1.192 -3.315
39 H -1.181 3.179 2.604
40 H -0.483 4.207 1.261
41 H -1.969 4.627 1.932
42 H -3.083 4.720 -0.279
43 H -4.754 1.949 -2.671
44 H -5.694 2.885 -1.566
45 H -4.477 3.686 -2.539
46 C 4.979 1.108 4.153
47 C 3.856 1.107 3.123
48 C 3.479 2.260 2.439
49 C 2.380 2.299 1.582
50 C 2.060 3.566 0.804
51 O 1.822 4.560 1.377
52 C 2.011 3.464 -0.753
53 C 1.152 4.294 -1.449
54 C 1.115 4.354 -2.823
55 C 2.005 3.538 -3.468
56 C 2.988 2.732 -2.878
57 C 2.941 2.724 -1.464
58 C 1.585 1.153 1.414
59 O 0.435 1.335 0.763
60 C 2.051 -0.061 1.977
61 C 3.218 -0.029 2.774
62 C 1.433 -1.312 1.725
63 N 0.218 -1.406 1.351
64 C -0.317 -2.782 1.111
65 C 0.186 -3.506 -0.206
66 Te -1.138 -3.498 -1.822
67 C -0.284 -1.908 -3.045
68 C -0.247 0.174 -3.646
69 C 0.896 0.477 -4.606
70 C 1.742 -0.423 -5.068
71 C 1.737 -1.840 -4.734
72 C 0.886 -2.454 -3.871
73 C 2.386 -2.502 1.788
74 C 3.408 -2.486 0.808
75 C 4.379 -3.425 0.927
76 C 4.406 -4.404 1.884
77 C 3.405 -4.476 2.831
78 C 2.410 -3.494 2.735
79 H 5.768 1.827 3.800
80 H 5.486 0.123 4.280
81 H 4.659 1.504 5.140
82 H 4.066 3.220 2.473
83 H 0.507 4.896 -0.870
84 H 0.459 5.078 -3.253
85 H 1.881 3.475 -4.545
86 H 3.502 1.956 -3.510
87 H 3.769 2.123 -0.903
88 H 3.444 -0.939 3.328
89 H -1.384 -2.770 1.051
90 H -0.050 -3.346 2.030
91 H 0.211 -4.604 0.005
92 H 1.186 -3.088 -0.431
93 H -0.803 1.048 -3.392
94 H 1.115 1.498 -4.775
95 H 2.525 -0.044 -5.751
96 H 2.339 -2.481 -5.277
97 H 1.020 -3.521 -3.773
98 H 3.329 -1.795 -0.012
99 H 5.253 -3.421 0.293
100 H 5.297 -4.919 1.938
101 H 3.395 -5.254 3.545
102 H 1.762 -3.464 3.617
103 Cl 0.706 -1.390 5.090
104 C -0.196 1.282 5.632
105 Cl 1.372 1.949 5.809
106 Cl -1.259 1.313 6.944
107 C -0.636 0.955 4.349
108 N -1.021 0.890 3.264

Cartesian forces (eV/Å) of the 6 atoms listed first:
Fe 0.131 -0.712 0.280
C 0.715 0.629 0.682
C -0.453 0.023 0.963
C 0.788 0.473 0.510
C -0.378 0.631 -1.582
C -0.670 -0.498 1.857

=====

Entry 2:
Below is a molecular structure, C46H46GeN3O4Y at a distorted geometry, with properties calculated with the ωB97M-V functional and the def2-TZVPD basis.

Calculated values
**LUMO level**: 0.2 eV
**Frontier orbital gap**: 7.53 eV
**Energy**: -118671.4105 eV
**E_HOMO**: -0.271 Ha

CARTESIAN COORDINATES (ANGSTROEM)
1 Y -1.377 -1.963 0.157
2 O -1.967 -2.475 -1.899
3 C -1.497 -3.384 -2.677
4 C -1.295 -3.136 -4.054
5 C -0.578 -4.004 -4.852
6 C -0.126 -5.232 -4.359
7 C -0.401 -5.567 -3.054
8 C -1.029 -4.661 -2.181
9 C -1.328 -5.155 -0.857
10 N -1.552 -4.407 0.159
11 C -2.145 -4.937 1.357
12 C -3.535 -4.340 1.512
13 N -3.526 -2.893 1.349
14 C -4.563 -2.291 1.769
15 C -4.786 -0.850 1.712
16 C -6.046 -0.369 2.063
17 C -6.328 0.971 2.096
18 C -5.274 1.881 1.859
19 C -3.996 1.460 1.545
20 C -3.712 0.081 1.450
21 O -2.508 -0.274 1.095
22 H -1.632 -2.172 -4.389
23 H -0.431 -3.761 -5.892
24 H 0.404 -5.916 -5.035
25 H -0.075 -6.548 -2.682
26 H -1.384 -6.242 -0.736
27 H -1.536 -4.644 2.235
28 H -2.284 -6.020 1.322
29 H -3.867 -4.594 2.521
30 H -4.227 -4.802 0.797
31 H -5.379 -2.917 2.208
32 H -6.857 -1.045 2.304
33 H -7.353 1.268 2.238
34 H -5.426 2.962 1.917
35 H -3.190 2.132 1.299
36 O 0.783 -1.949 -0.814
37 C 0.712 -0.764 -1.211
38 O -0.165 0.041 -0.786
39 C 1.742 -0.247 -2.175
40 C 1.236 1.033 -2.849
41 Ge 1.846 2.673 -2.001
42 C 3.747 2.993 -2.481
43 C 4.278 2.332 -3.569
44 C 5.538 2.632 -4.074
45 C 6.325 3.534 -3.392
46 C 5.816 4.241 -2.316
47 C 4.502 3.998 -1.914
48 C 0.734 4.157 -2.628
49 C -0.409 3.985 -3.436
50 C -1.155 5.114 -3.798
51 C -0.772 6.400 -3.378
52 C 0.379 6.559 -2.611
53 C 1.101 5.429 -2.226
54 C 1.765 2.813 -0.035
55 C 2.914 2.793 0.769
56 C 2.850 3.135 2.099
57 C 1.623 3.456 2.692
58 C 0.489 3.460 1.935
59 C 0.571 3.175 0.568
60 H 2.009 -1.026 -2.915
61 H 2.660 -0.072 -1.578
62 H 0.113 1.017 -2.830
63 H 1.588 1.029 -3.900
64 H 3.710 1.590 -4.076
65 H 5.917 2.129 -4.984
66 H 7.320 3.747 -3.795
67 H 6.326 5.033 -1.776
68 H 4.092 4.640 -1.096
69 H -0.741 2.995 -3.744
70 H -2.055 5.034 -4.387
71 H -1.369 7.194 -3.771
72 H 0.648 7.549 -2.287
73 H 2.044 5.568 -1.732
74 H 3.891 2.523 0.349
75 H 3.713 3.140 2.757
76 H 1.633 3.717 3.738
77 H -0.510 3.606 2.334
78 H -0.324 3.100 0.001
79 C 1.313 0.053 4.414
80 N 0.188 0.090 3.468
81 C 0.702 0.189 2.083
82 C -0.794 -1.059 3.745
83 C -0.131 -2.411 3.512
84 C 0.382 -3.111 4.612
85 C 1.074 -4.248 4.378
86 C 1.355 -4.726 3.110
87 C 0.847 -4.010 2.039
88 C 0.012 -2.844 2.205
89 H 1.986 0.885 4.173
90 H 1.834 -0.884 4.275
91 H 0.890 0.090 5.425
92 H -0.415 0.894 3.621
93 H 1.203 -0.753 1.820
94 H 1.372 1.055 2.025
95 H -0.123 0.321 1.394
96 H -1.642 -0.870 3.065
97 H -1.047 -0.841 4.769
98 H 0.230 -2.813 5.637
99 H 1.408 -4.792 5.254
100 H 1.980 -5.584 2.972
101 H 1.065 -4.306 1.030

Cartesian forces (eV/Å) of the 6 atoms listed first:
Y 0.010 0.053 0.214
O -0.570 0.347 0.450
C 1.278 -1.034 0.144
C 0.303 -0.121 0.305
C -0.593 -0.019 0.307
C 0.231 -0.303 -0.590

=====

Entry 3:
Below is a molecular structure, C46H46N5O3PSeV at a distorted geometry, with properties calculated with the ωB97M-V functional and the def2-TZVPD basis.

Calculated values
**LUMO level (spin up / spin down)**: -2.9 / -2.8 eV
**Frontier orbital gap (spin up / spin down)**: 7.04 / 7.10 eV
**Energy**: -162363.6094 eV
**⟨S²⟩**: 2.015
**E_HOMO (spin up / spin down)**: -0.366 / -0.366 Ha
**Charge**: +1
**Multiplicity**: 3

CARTESIAN COORDINATES (ANGSTROEM)
1 V 2.531 2.546 -0.300
2 O 1.864 6.397 0.426
3 C 1.901 5.296 -0.071
4 N 2.895 4.361 0.037
5 C 3.869 4.483 1.125
6 C 3.253 3.665 2.260
7 C 3.488 3.856 3.603
8 C 2.717 3.163 4.524
9 C 1.731 2.297 4.081
10 C 1.580 2.106 2.725
11 N 2.336 2.761 1.826
12 C 0.786 4.723 -0.920
13 C -0.183 5.473 -1.526
14 C -1.086 4.831 -2.366
15 C -0.977 3.469 -2.573
16 C 0.011 2.769 -1.907
17 N 0.862 3.380 -1.072
18 H 4.021 5.520 1.411
19 H 4.824 4.068 0.807
20 H 4.235 4.571 3.918
21 H 2.868 3.321 5.585
22 H 1.092 1.762 4.771
23 H 0.838 1.420 2.334
24 H -0.199 6.540 -1.353
25 H -1.859 5.400 -2.869
26 H -1.640 2.942 -3.244
27 H 0.140 1.704 -2.043
28 O 5.074 2.830 -1.256
29 C 4.553 1.736 -1.318
30 O 3.266 1.597 -1.719
31 C 5.170 0.502 -0.765
32 C 6.548 0.361 -0.824
33 C 7.152 -0.736 -0.236
34 C 6.372 -1.662 0.441
35 C 4.993 -1.510 0.518
36 C 4.358 -0.433 -0.094
37 P 2.499 -0.227 -0.025
38 C 1.967 -1.092 -1.548
39 C 2.854 -1.832 -2.324
40 C 2.422 -2.441 -3.496
41 C 1.104 -2.311 -3.910
42 C 0.210 -1.589 -3.131
43 C 0.637 -0.986 -1.956
44 C 2.105 -1.424 1.299
45 C 2.416 -1.085 2.616
46 C 2.249 -1.999 3.644
47 C 1.785 -3.280 3.366
48 C 1.491 -3.635 2.057
49 C 1.644 -2.710 1.029
50 H 7.131 1.116 -1.338
51 H 8.225 -0.863 -0.293
52 H 6.839 -2.513 0.921
53 H 4.416 -2.250 1.058
54 H 3.888 -1.940 -2.025
55 H 3.123 -3.016 -4.087
56 H 0.776 -2.769 -4.834
57 H -0.826 -1.494 -3.437
58 H -0.080 -0.463 -1.330
59 H 2.831 -0.112 2.841
60 H 2.496 -1.719 4.661
61 H 1.668 -4.001 4.165
62 H 1.163 -4.642 1.829
63 H 1.413 -2.998 0.012
64 C -1.473 -4.100 -1.604
65 C -2.299 -3.191 -0.693
66 C -2.088 -3.509 0.794
67 C -2.026 -2.284 1.712
68 N -3.067 -1.303 1.381
69 C -2.866 -0.083 0.825
70 Se -1.273 0.848 0.684
71 N -4.083 0.383 0.445
72 C -4.319 1.631 -0.286
73 C -4.036 1.531 -1.775
74 C -4.996 0.658 -2.589
75 C -4.607 -0.821 -2.624
76 C -5.074 -0.548 0.765
77 C -6.450 -0.529 0.595
78 C -7.154 -1.631 1.054
79 C -6.502 -2.707 1.668
80 C -5.127 -2.716 1.835
81 C -4.429 -1.614 1.362
82 H -1.732 -3.953 -2.654
83 H -1.640 -5.154 -1.368
84 H -0.405 -3.897 -1.501
85 H -3.355 -3.299 -0.946
86 H -2.040 -2.144 -0.891
87 H -1.144 -4.046 0.914
88 H -2.868 -4.184 1.145
89 H -1.070 -1.773 1.618
90 H -2.152 -2.570 2.757
91 H -3.683 2.392 0.160
92 H -5.358 1.907 -0.104
93 H -3.010 1.168 -1.902
94 H -4.058 2.559 -2.152
95 H -5.022 1.033 -3.615
96 H -6.015 0.770 -2.202
97 H -3.612 -0.945 -3.064
98 H -5.310 -1.399 -3.229
99 H -4.587 -1.272 -1.628
100 H -6.957 0.303 0.124
101 H -8.230 -1.658 0.937
102 H -7.084 -3.546 2.026
103 H -4.627 -3.542 2.323

Cartesian forces (eV/Å) of the 6 atoms listed first:
V -0.541 -0.420 0.766
O -0.085 0.114 0.041
C 0.210 -0.442 -0.107
N 0.385 0.895 0.103
C -0.688 -0.143 0.045
C -0.240 0.008 -0.399

=====

ΔE to the lowest compared entry with this formula, charge and spin / kcal/mol: 8.9 0.0 39.1